ORCA calculation (the ωB97M-V functional and the def2-TZVPD basis) on a structure of composition C15H21InNO5.

```
! wB97M-V def2-TZVPD RIJCOSX def2/J DEFGRID3
* xyz 1 1
In -0.771 2.235 0.676
C 0.459 2.562 4.562
C -0.224 1.476 3.914
C -1.850 1.587 3.861
O -2.384 1.068 2.923
C -2.492 2.603 4.705
C -1.754 3.595 5.329
C -0.209 3.562 5.230
O 0.583 4.547 5.620
O -2.428 4.414 6.077
O 0.251 0.753 3.012
H 1.537 2.502 4.569
H -3.570 2.579 4.756
C -1.476 -1.304 -0.089
C -0.457 -1.633 -1.143
C -1.329 -1.619 -2.485
C -0.407 -1.433 -3.685
C 0.511 -0.224 -3.422
C 1.465 -0.361 -2.147
N 0.535 -0.555 -1.042
O 1.132 -0.408 0.236
C 2.448 -1.457 -2.337
C 2.189 0.952 -2.092
C 0.073 -3.053 -0.916
H -2.366 -1.930 -0.147
H -1.784 -0.264 -0.195
H -1.110 -1.419 0.931
H -1.891 -2.552 -2.525
H -2.030 -0.788 -2.408
H -1.045 -1.299 -4.559
H 0.166 -2.319 -3.957
H -0.245 0.534 -3.212
H 0.975 0.245 -4.289
H 2.954 -1.331 -3.294
H 3.311 -1.481 -1.671
H 2.020 -2.459 -2.323
H 1.469 1.665 -1.690
H 3.078 1.010 -1.464
H 2.455 1.341 -3.074
H 0.323 -3.509 -1.874
H -0.727 -3.562 -0.378
H 0.925 -3.084 -0.238
H 1.693 -1.186 0.252
*
```

Energy above the lowest of the compared OMol25 structures with the same formula, charge and spin: 41.7 kcal/mol
DFT total energy: -32782.564 eV
HOMO level: -11.71 eV
Kohn-Sham gap: 3.5 eV

ORCA calculation (the ωB97M-V functional and the def2-TZVPD basis) on a structure of composition C15H33Br9O6.

```
! wB97M-V def2-TZVPD RIJCOSX def2/J DEFGRID3
* xyz 0 1
C 3.735 -3.744 -1.509
O 3.049 -2.760 -2.226
C 3.829 -2.146 -3.183
C 3.728 -2.769 -4.517
O 2.405 -2.678 -4.937
C 2.234 -3.112 -6.330
H 4.065 -4.539 -2.224
H 3.049 -4.202 -0.788
H 4.604 -3.295 -1.090
H 4.864 -2.323 -2.820
H 3.661 -1.091 -3.292
H 4.041 -3.796 -4.562
H 4.365 -2.145 -5.127
H 2.627 -4.148 -6.353
H 2.749 -2.487 -7.051
H 1.148 -3.156 -6.556
C -1.504 6.132 1.540
O -2.533 5.230 1.825
C -2.232 4.207 2.813
C -1.621 2.945 2.319
O -2.472 1.965 1.774
C -2.803 2.269 0.408
H -1.821 6.770 0.726
H -0.539 5.669 1.295
H -1.207 6.801 2.387
H -3.175 3.978 3.309
H -1.612 4.764 3.586
H -1.271 2.550 3.250
H -0.840 3.141 1.622
H -1.872 2.245 -0.187
H -3.216 3.295 0.282
H -3.543 1.492 0.108
C -2.271 -1.668 2.194
O -1.717 -1.058 3.321
C -2.664 -0.166 3.977
C -2.129 0.359 5.297
O -2.143 -0.740 6.124
C -1.505 -0.463 7.359
H -2.929 -0.973 1.612
H -2.983 -2.492 2.527
H -1.404 -1.954 1.562
H -3.590 -0.724 4.073
H -2.857 0.746 3.406
H -2.675 1.245 5.697
H -1.110 0.685 5.183
H -1.716 -1.280 8.058
H -1.998 0.474 7.779
H -0.429 -0.229 7.372
C 2.352 1.893 -5.465
Br 2.399 3.839 -5.247
Br 4.141 1.179 -5.470
Br 1.293 1.542 -7.026
H 1.815 1.492 -4.651
C -1.256 -3.477 -1.098
Br -1.140 -5.191 -0.151
Br -3.002 -2.909 -1.722
Br 0.031 -3.409 -2.525
H -0.990 -2.758 -0.318
C 1.365 0.054 -1.299
Br 1.019 -0.381 0.526
Br 2.768 1.395 -1.520
Br -0.268 0.748 -2.198
H 1.701 -0.836 -1.868
*
```

Energy above the lowest of the compared OMol25 structures with the same formula, charge and spin: 0.0 kcal/mol
DFT total energy: -658751.824 eV
HOMO level: -9.36 eV
Kohn-Sham gap: 9.2 eV

ORCA calculation (the ωB97M-V functional and the def2-TZVPD basis) on a structure of composition C33H49ClN7O5PS2Ti.

```
! wB97M-V def2-TZVPD RIJCOSX def2/J DEFGRID3
* xyz 2 1
Ti -0.336 -0.591 1.136
N -0.884 0.623 2.947
C -1.673 -0.117 3.987
C -3.113 -0.311 3.531
C -3.269 -1.328 2.413
N -2.476 -0.967 1.194
H 0.010 0.905 3.351
H -1.371 1.497 2.778
H -1.656 0.445 4.916
H -1.203 -1.083 4.168
H -3.543 0.654 3.242
H -3.697 -0.664 4.381
H -4.318 -1.406 2.132
H -2.942 -2.299 2.760
H -2.950 -0.184 0.763
H -2.556 -1.740 0.517
C -2.921 -6.142 -1.392
C -2.247 -5.714 -0.143
N -2.024 -6.450 0.897
N -1.384 -5.628 1.769
C -1.212 -4.395 1.310
S -0.462 -3.101 2.135
N -1.757 -4.437 0.087
N -1.777 -3.327 -0.766
H -3.273 -7.161 -1.260
H -2.229 -6.122 -2.238
H -3.778 -5.505 -1.621
H -1.075 -5.990 2.658
H -0.795 -3.160 -1.001
H -2.261 -3.599 -1.613
Cl 6.890 -0.653 -3.031
C 5.403 -1.031 -2.283
C 4.915 -0.203 -1.273
C 3.694 -0.503 -0.711
C 2.969 -1.633 -1.124
C 3.496 -2.476 -2.108
C 4.701 -2.167 -2.695
C 1.658 -1.927 -0.600
O 1.071 -2.978 -0.713
O 0.981 -0.879 0.043
H 5.482 0.655 -0.918
H 3.316 0.137 0.076
H 2.952 -3.362 -2.412
H 5.116 -2.799 -3.470
N 1.358 -1.049 2.649
C 2.359 0.014 2.592
C 3.632 -0.139 3.105
C 4.597 0.810 2.780
C 4.261 1.885 1.964
C 2.954 2.078 1.534
C 2.011 1.132 1.853
S 5.496 2.919 1.104
O 6.739 2.716 1.798
O 5.434 2.308 -0.224
O 4.942 4.255 1.140
H 1.759 -1.882 2.231
H 1.125 -1.330 3.597
H 3.891 -1.018 3.691
H 5.626 0.702 3.105
H 2.740 2.928 0.901
H 1.012 1.207 1.428
C -3.285 2.914 -1.932
C -2.992 1.740 -0.993
C -3.358 2.206 0.433
C -3.850 0.541 -1.431
P -1.159 1.267 -0.934
C -0.383 2.886 -0.600
C -0.012 3.776 -1.611
C 0.554 5.004 -1.301
C 0.753 5.376 0.022
C 0.351 4.524 1.039
C -0.211 3.296 0.723
C -0.576 0.678 -2.631
C -0.887 -0.831 -2.695
C -1.253 1.317 -3.845
C 0.945 0.901 -2.709
H -4.298 3.268 -1.715
H -3.260 2.628 -2.981
H -2.609 3.753 -1.772
H -4.445 2.248 0.541
H -2.967 3.207 0.619
H -2.965 1.561 1.227
H -4.905 0.778 -1.273
H -3.636 -0.393 -0.904
H -3.723 0.342 -2.497
H -0.152 3.523 -2.652
H 0.842 5.671 -2.103
H 1.218 6.325 0.261
H 0.487 4.812 2.075
H -0.543 2.660 1.525
H -1.957 -1.026 -2.578
H -0.341 -1.383 -1.936
H -0.580 -1.220 -3.669
H -2.292 1.004 -3.953
H -0.714 0.962 -4.727
H -1.214 2.404 -3.862
H 1.450 0.696 -1.771
H 1.190 1.925 -2.984
H 1.369 0.240 -3.471
*
```

Energy above the lowest of the compared OMol25 structures with the same formula, charge and spin: 45.3 kcal/mol
DFT total energy: -122268.084 eV
HOMO level: -12.02 eV
Kohn-Sham gap: 3.9 eV

ORCA calculation (the ωB97M-V functional and the def2-TZVPD basis) on a structure of composition C11H12AlN2O4.

```
! wB97M-V def2-TZVPD RIJCOSX def2/J DEFGRID3
* xyz 3 1
Al -0.068 -0.096 0.046
O 0.005 3.196 0.194
C -0.016 2.048 0.192
C -0.020 -2.235 0.039
O 0.033 -3.381 0.194
C 2.071 -0.024 0.029
O 3.226 0.011 0.004
C -2.195 0.030 -0.129
O -3.338 0.145 -0.274
C -0.010 0.732 -1.986
H -0.923 1.254 -2.326
H 0.912 1.249 -2.311
C -0.008 -0.715 -2.008
H 0.914 -1.230 -2.336
H -0.919 -1.240 -2.351
C 2.223 -0.682 4.969
C 1.096 -0.635 4.010
C -0.247 -0.889 4.239
C -0.928 -0.750 3.028
N -0.015 -0.419 2.063
N 1.192 -0.335 2.718
C -2.378 -0.994 2.890
H 2.058 0.056 5.767
H 2.291 -1.679 5.428
H 3.169 -0.461 4.470
H -0.681 -1.182 5.181
H 2.064 -0.121 2.235
H -2.634 -1.982 3.318
H -2.962 -0.222 3.435
H -2.696 -1.021 1.846
*
```

DFT total energy: -29335.778 eV
HOMO level: -19.86 eV
Kohn-Sham gap: 5.9 eV